Entry from OMol25: 16 unconnected molecules or ions with the total composition CH33NO17 in a non-equilibrium geometry (wB97M-V/def2-TZVPD).

- energy above the lowest of the compared OMol25 structures with the same formula, charge and spin (kcal per mole) = 0.0
- molecular weight (g mol⁻¹) = 331.265
- orbital gap (eV) = 8.10
- LUMO (eV) = -0.783

Geometry (Å):
N 1.469 3.249 0.248
H 0.565 3.004 0.504
H 1.738 4.073 0.693
H 1.490 3.442 -0.723
H 2.137 2.487 0.332
C -0.250 0.035 0.126
O 0.905 0.226 0.528
O -1.026 -0.767 0.878
O -0.648 0.418 -0.989
H -0.511 -1.221 1.506
O -1.486 -3.447 -0.876
H -2.335 -3.894 -0.749
H -1.230 -3.313 0.033
O 1.701 -2.501 0.548
H 1.014 -2.900 1.042
H 1.502 -1.563 0.498
O -0.632 -3.525 1.578
H -1.323 -3.031 2.065
H -1.084 -4.361 1.436
O -2.401 1.918 1.195
H -1.759 1.844 1.902
H -2.821 2.723 1.525
O 0.378 2.155 -2.917
H 0.526 1.283 -2.515
H 1.233 2.314 -3.214
O -1.223 3.238 -0.859
H -1.677 2.650 -0.177
H -0.777 2.627 -1.480
O -1.292 -1.443 -2.757
H -1.293 -0.842 -2.014
H -1.158 -2.285 -2.332
O 0.552 -0.498 3.186
H 1.334 -0.996 3.327
H 0.655 0.126 2.430
O -3.503 0.956 -1.690
H -2.942 0.720 -0.944
H -4.383 0.725 -1.436
O 2.317 0.189 -1.691
H 1.919 0.262 -0.826
H 3.169 -0.244 -1.572
O 0.935 -0.770 -3.826
H 1.435 -0.308 -3.197
H 0.126 -1.049 -3.413
O 3.505 -0.410 1.479
H 3.117 -1.107 1.995
H 3.923 -0.959 0.788
O -3.743 -1.391 0.436
H -3.717 -2.017 1.142
H -2.991 -0.823 0.549
O 2.550 1.666 2.944
H 2.821 0.948 2.410
H 3.197 2.392 2.852